This record from the Open Molecules 2025 dataset describes a structure of composition C30H38B3F6HgN2O26P. The level of theory is ωB97M-V/def2-TZVPD.

XYZ file:
```
107
Properties=species:S:1:pos:R:3:mulliken_charge:R:1
Hg 5.89 -20.11 -11.17 3.574
O 5.87 -28.47 -10.62 -0.622
C 5.76 -27.43 -10.01 0.648
O 6.34 -26.27 -10.30 -0.456
B 6.13 -25.34 -9.20 1.522
O 5.14 -26.01 -8.32 -0.585
C 4.98 -27.21 -8.74 0.551
O 4.33 -28.08 -8.18 -0.662
O 5.48 -24.08 -9.71 -0.736
C 6.26 -23.09 -9.42 0.499
O 6.05 -21.91 -9.66 -0.208
C 7.44 -23.64 -8.59 0.286
O 7.31 -24.94 -8.46 -0.577
O 8.21 -22.99 -7.92 -0.645
O 2.57 -17.75 -14.42 -0.638
C 3.56 -18.32 -14.79 0.434
O 3.81 -18.78 -16.01 -0.500
B 5.19 -19.35 -16.01 1.374
O 5.68 -19.16 -14.63 -0.565
C 4.77 -18.68 -13.88 0.313
O 4.87 -18.62 -12.65 -0.903
O 5.26 -20.78 -16.36 -0.347
C 6.20 -20.89 -17.25 0.683
O 6.58 -21.94 -17.71 -0.629
C 6.64 -19.52 -17.77 0.460
O 5.96 -18.66 -17.03 -0.666
O 7.50 -19.19 -18.56 -0.656
O 3.79 -20.96 -11.78 -0.549
C 3.56 -21.92 -12.51 0.081
O 4.34 -22.96 -12.61 0.043
B 3.80 -23.89 -13.61 0.954
O 2.48 -23.34 -13.91 -0.630
C 2.30 -22.17 -13.34 0.327
O 1.29 -21.52 -13.28 -0.652
O 3.77 -25.29 -13.19 -0.646
C 4.57 -26.01 -13.98 0.444
O 4.75 -27.19 -13.96 -0.603
C 5.10 -25.02 -15.05 0.644
O 4.63 -23.84 -14.86 -0.242
O 5.84 -25.36 -15.96 -0.671
P 8.22 -21.41 -13.05 1.807
F 9.84 -21.42 -12.87 -0.407
F 7.93 -22.18 -11.70 -0.370
F 8.02 -19.92 -12.36 -0.463
F 6.55 -21.45 -13.24 -0.600
F 8.33 -20.66 -14.45 -0.457
F 8.23 -22.79 -13.93 -0.349
C 9.19 -20.28 -9.36 -2.431
C 9.13 -18.77 -9.34 1.968
C 10.33 -18.32 -10.17 -1.450
C 10.44 -16.80 -10.38 -0.654
C 9.12 -16.29 -11.00 -1.728
C 7.84 -16.79 -10.24 2.329
N 7.91 -18.27 -10.01 -0.324
O 6.77 -18.79 -9.39 1.202
C 7.66 -16.01 -8.97 -1.616
C 6.74 -16.48 -11.23 -2.242
C 9.30 -18.35 -7.88 -1.630
H 9.20 -20.68 -10.37 0.282
H 8.46 -20.84 -8.79 0.200
H 10.16 -20.57 -8.94 0.650
H 11.24 -18.77 -9.78 0.483
H 10.33 -18.85 -11.13 0.219
H 11.21 -16.71 -11.16 0.486
H 10.71 -16.23 -9.50 0.355
H 9.18 -16.55 -12.06 0.499
H 9.21 -15.20 -11.01 0.439
H 7.12 -16.49 -8.15 0.093
H 8.52 -15.51 -8.51 0.365
H 7.10 -15.08 -9.09 0.513
H 6.86 -16.91 -12.23 0.182
H 5.72 -16.68 -10.92 0.040
H 6.85 -15.42 -11.49 0.668
H 9.56 -17.31 -7.65 0.357
H 10.20 -18.80 -7.44 0.500
H 8.46 -18.69 -7.26 0.116
H 6.78 -18.36 -8.52 -0.294
C 1.51 -18.53 -9.43 -1.779
C 2.74 -17.98 -8.68 1.956
C 2.42 -17.17 -7.43 -1.674
C 1.97 -18.02 -6.26 -0.496
C 3.23 -18.80 -5.93 -1.577
C 3.65 -19.76 -7.10 1.878
N 3.79 -18.95 -8.33 -0.086
O 4.16 -19.74 -9.41 0.872
C 4.98 -20.46 -6.71 -1.933
C 2.65 -20.91 -7.20 -1.797
C 3.36 -16.91 -9.62 -1.935
H 0.83 -17.82 -9.90 0.412
H 0.85 -19.18 -8.86 0.296
H 1.88 -19.10 -10.29 0.409
H 3.28 -16.58 -7.11 0.393
H 1.70 -16.36 -7.54 0.434
H 1.22 -18.77 -6.51 0.293
H 1.67 -17.43 -5.39 0.448
H 3.19 -19.29 -4.95 0.423
H 4.04 -18.09 -5.74 0.326
H 5.36 -21.11 -7.49 0.083
H 5.64 -19.62 -6.48 0.300
H 4.81 -21.06 -5.82 0.487
H 3.17 -21.83 -7.44 0.365
H 2.12 -21.01 -6.24 0.416
H 1.79 -20.76 -7.86 0.318
H 3.57 -17.37 -10.58 0.065
H 4.24 -16.41 -9.22 0.341
H 2.57 -16.22 -9.91 0.611
H 3.40 -20.33 -9.59 -0.037
```

Computed properties:
**Strongest force on any atom**: 4.419 eV/A
**Lowest unoccupied orbital energy**: 2.91 eV
**HOMO-LUMO gap**: 7.789 eV
**Total charge**: -2